(1)
The following is a quantum chemistry calculation of an isolated molecule of C7H12N2O4S2 at a distorted geometry, from the OMol25 dataset.

* frontier orbital gap (spin up / spin down): 0.184 / 0.183 Eh

The geometry in XYZ format:
```
27
Properties=species:S:1:pos:R:3:forces:R:3:mulliken_charge:R:1
C 1.078 -3.555 -1.566 -2.593 0.715 0.002 0.391
C 1.152 1.838 0.950 -1.349 -0.184 -0.276 -0.083
C -0.418 -0.248 -0.757 -1.324 -1.610 -1.091 -0.529
C -0.091 -1.671 -0.218 1.328 0.130 0.128 -0.346
C -1.129 0.700 0.251 -0.548 0.370 0.388 -1.616
C 1.102 -2.236 -0.859 1.658 0.663 2.628 0.410
C -0.306 1.410 1.364 1.444 0.490 0.081 1.716
N 2.246 -1.744 -0.416 2.609 -1.285 -1.609 -0.167
N -1.022 2.695 1.762 -2.490 -2.899 -3.891 -0.902
O 2.222 -3.923 -2.036 1.674 -1.859 -1.754 -0.449
O 1.380 3.123 1.210 1.270 0.034 -0.240 -0.546
O 0.031 -4.140 -1.717 0.530 0.010 0.065 -0.540
O 1.967 1.107 0.432 -0.325 0.523 0.349 -0.499
S 1.319 -1.123 2.537 0.287 -0.081 -0.041 -0.364
S -0.179 0.243 2.755 -0.298 0.158 1.374 -0.153
H 0.484 0.168 -1.241 -0.487 0.209 0.710 0.399
H -1.090 -0.563 -1.692 0.862 1.383 2.024 0.313
H 0.146 -1.800 0.913 0.409 0.843 -0.635 -0.014
H -0.840 -2.385 -0.323 -1.876 -0.820 -0.716 0.537
H -1.448 1.550 -0.315 -0.709 0.457 -0.871 0.561
H -2.053 0.276 0.818 1.624 0.268 -1.287 0.280
H 2.242 -1.013 0.334 -0.286 -0.107 -0.359 0.011
H 2.071 -4.724 -2.630 0.296 1.188 1.103 0.393
H 3.272 -2.115 -0.740 -3.661 1.030 0.968 0.317
H -2.034 2.492 1.461 1.943 1.034 1.058 0.230
H 0.551 3.585 1.429 -0.182 -0.441 -0.176 0.403
H -0.975 3.106 2.644 0.195 -0.220 2.070 0.247
```
Forces are in eV/Å.

***

(2)
The following is a quantum chemistry calculation of a 2-piece molecular cluster, C7H12N2S overall at a distorted geometry, from the OMol25 dataset.

* SMILES: [H]/N=C\S/C=N/[H].CCC1=CC1
* frontier orbital gap: 0.355 Eh

The geometry in XYZ format:
```
22
Properties=species:S:1:pos:R:3:forces:R:3:mulliken_charge:R:1
H 1.961 -1.664 -1.504 -0.143 -0.210 0.263 0.243
N 1.501 -2.400 -0.954 0.002 0.811 0.017 -0.577
C 1.380 -2.161 0.280 1.138 0.091 -0.183 -0.173
S 2.077 -0.808 1.347 -0.636 -1.006 -1.513 -0.081
C 3.138 -0.052 0.131 0.255 0.835 2.487 -0.143
N 3.653 1.041 0.487 0.698 1.435 -1.286 -0.554
H 4.337 1.479 -0.207 -1.073 -1.186 1.059 0.253
H 0.904 -2.963 0.819 -0.189 0.093 0.771 0.546
H 3.473 -0.658 -0.648 0.199 -0.925 -1.649 0.455
C -1.787 2.234 -0.891 -1.149 2.511 3.753 -1.350
C -1.139 1.294 0.057 3.075 1.332 0.862 0.334
C -1.831 0.087 0.231 0.068 -1.989 0.539 0.016
C -2.722 -0.782 -0.062 -0.981 -0.905 -0.142 -0.299
C -1.648 -1.175 1.026 -2.112 0.902 -0.185 -0.817
H -1.740 2.076 -1.891 0.296 -0.948 -2.899 0.377
H -1.352 3.191 -0.650 0.421 0.663 -0.528 0.381
H -2.828 2.437 -0.578 0.141 -0.537 -0.369 0.315
H -0.899 1.699 1.092 -0.948 0.131 -0.962 0.285
H -0.038 1.153 -0.200 -1.210 -0.443 -0.242 0.020
H -3.626 -1.060 -0.676 1.380 0.255 0.988 0.320
H -1.964 -1.179 2.101 0.495 -0.187 -0.987 0.238
H -0.847 -1.788 0.690 0.272 -0.722 0.207 0.210
```
Forces are in eV/Å.

***

(3)
The following is a quantum chemistry calculation of an isolated molecule of C7H12N2S at a distorted geometry, from the OMol25 dataset.

* SMILES: CC(C)N(C)c1cncs1
* frontier orbital gap: 0.341 Eh

The geometry in XYZ format:
```
22
Properties=species:S:1:pos:R:3:forces:R:3:mulliken_charge:R:1
C 2.447 0.297 -0.883 -0.302 0.090 0.092 -1.626
C 1.105 0.471 -0.162 0.421 0.252 0.201 0.646
C 1.292 0.446 1.358 -0.223 0.109 -0.280 -1.390
N 0.164 -0.499 -0.689 -4.937 1.960 0.243 -0.044
C 0.287 -1.864 -0.274 0.046 -0.254 0.211 -1.229
C -1.471 0.060 -0.328 4.654 -1.971 -0.721 0.536
C -1.989 1.303 -0.454 0.556 -0.373 -0.125 -0.609
N -3.285 1.393 -0.068 -0.725 0.622 0.083 -0.540
C -3.746 0.267 0.337 0.071 -0.687 0.126 -0.134
S -2.620 -1.058 0.287 -0.042 0.654 -0.087 -0.072
H 2.961 -0.603 -0.554 0.090 -0.094 0.037 0.343
H 2.285 0.238 -1.955 0.014 -0.003 -0.114 0.396
H 3.083 1.152 -0.671 0.142 0.047 0.043 0.440
H 0.710 1.453 -0.446 0.078 -0.139 0.033 0.185
H 1.932 1.272 1.659 0.074 0.047 0.085 0.454
H 1.755 -0.482 1.683 0.051 -0.104 0.060 0.313
H 0.329 0.559 1.857 -0.016 -0.024 0.079 0.341
H -0.398 -2.472 -0.866 0.081 -0.080 0.024 0.438
H 1.307 -2.186 -0.494 -0.033 -0.114 0.023 0.339
H 0.085 -2.047 0.791 0.060 -0.017 0.009 0.411
H -1.490 2.179 -0.821 0.220 0.124 -0.077 0.405
H -4.745 0.119 0.695 -0.281 -0.047 0.054 0.397
```
Forces are in eV/Å.

***

(4)
The following is a quantum chemistry calculation of an isolated ion of composition C7H12N3 and charge +1 at a distorted geometry, from the OMol25 dataset.

* charge: +1
* frontier orbital gap (spin up / spin down): 0.309 / 0.309 Eh

The geometry in XYZ format:
```
22
Properties=species:S:1:pos:R:3:forces:R:3:mulliken_charge:R:1
C 1.448 1.498 -0.224 -3.488 0.121 1.117 0.603
C 0.007 -0.488 0.109 0.936 3.271 -0.830 0.106
C 2.932 1.733 -2.083 -2.156 1.943 -1.596 -0.568
C 2.680 1.275 -0.877 2.042 -2.049 2.215 -0.188
C -0.746 1.731 0.601 -1.120 1.792 1.812 -0.443
C -2.116 -0.167 1.303 0.554 0.821 1.864 -1.436
C -0.945 -2.819 0.073 3.057 -2.277 0.132 -0.817
N 0.554 2.196 0.237 2.071 -1.852 -0.815 -0.313
N -0.923 0.291 0.651 1.541 -2.220 -0.571 -0.035
N -0.023 -1.732 -0.239 0.621 -0.749 0.069 -0.164
H 3.828 1.493 -2.645 -0.124 0.235 0.136 0.307
H 2.093 2.427 -2.521 1.998 -1.472 0.384 0.234
H 3.432 0.618 -0.286 -1.435 1.128 -1.129 0.289
H -1.043 2.157 1.632 0.696 -0.501 -1.548 0.444
H -1.433 2.198 -0.121 0.032 -0.271 0.122 0.325
H -2.596 0.678 1.707 -0.951 1.007 0.284 0.388
H -2.772 -0.738 0.781 -1.946 -0.995 -2.786 0.569
H -2.049 -0.834 2.141 1.412 -0.122 0.916 0.504
H -1.369 -3.170 -0.851 -1.280 0.208 0.107 0.301
H -1.431 -2.556 0.964 -1.722 0.081 0.488 0.334
H -0.316 -3.747 0.409 -0.794 1.689 -0.535 0.299
H 0.787 -2.045 -0.759 0.055 0.213 0.164 0.262
```
Forces are in eV/Å.

***

(5)
The following is a quantum chemistry calculation of a 2-piece molecular cluster, C7H12N3O overall at a distorted geometry, from the OMol25 dataset.

* 2S+1: 3
* charge: +1
* frontier orbital gap (spin up / spin down): 0.250 / 0.318 Eh

The geometry in XYZ format:
```
23
Properties=species:S:1:pos:R:3:forces:R:3:mulliken_charge:R:1
C 2.657 -3.348 -0.017 3.066 -1.757 0.602 -0.066
C 0.674 1.571 0.075 2.032 1.896 1.361 -0.219
C 0.623 0.771 -1.035 -3.741 -3.141 1.518 -0.317
C -1.228 0.518 0.935 -2.433 -0.442 -0.873 -0.619
C -0.778 -0.760 0.296 1.438 0.659 -1.850 -0.941
C -0.369 2.427 2.147 4.824 0.332 -0.116 -0.820
C -0.728 -0.989 -2.099 -5.429 -5.139 -1.256 0.007
N 1.781 -2.642 -0.149 -1.223 0.830 -0.248 -0.332
N -0.196 1.470 1.057 -0.792 0.357 1.135 0.162
N -0.282 -0.286 -1.058 1.916 2.301 2.390 0.217
O -0.183 -0.983 -3.292 1.963 2.665 0.354 -0.420
H 3.597 -3.953 0.157 -1.780 0.921 -0.381 0.316
H 1.506 2.266 0.293 -0.537 -0.441 -0.661 0.331
H 1.313 0.857 -1.761 1.901 0.404 -2.810 0.492
H -2.050 0.946 0.204 1.119 -0.727 1.556 0.296
H -1.643 0.346 1.915 -0.380 -0.048 0.187 0.444
H 0.102 -1.341 0.576 -0.115 0.419 1.249 0.330
H -1.569 -1.479 0.198 -0.587 0.031 -0.348 0.594
H -1.008 3.199 1.933 -1.640 1.969 -1.220 0.415
H -0.771 2.003 3.024 -0.010 -1.076 0.982 0.327
H 0.691 2.920 2.349 -2.245 -1.081 -0.173 0.244
H -1.735 -1.799 -1.939 3.327 2.911 -0.262 0.189
H -0.405 -1.714 -3.811 -0.677 -1.841 -1.136 0.371
```
Forces are in eV/Å.

***

(6)
The following is a quantum chemistry calculation of an isolated ion of composition C7H12N3O2 and charge +1 at a distorted geometry, from the OMol25 dataset.

* charge: +1
* frontier orbital gap: 0.367 Eh

The geometry in XYZ format:
```
24
Properties=species:S:1:pos:R:3:forces:R:3:mulliken_charge:R:1
C 0.894 2.034 -1.000 3.054 0.584 0.526 -0.253
C -1.049 3.461 -1.742 0.951 -0.960 -0.317 0.778
C -1.040 0.794 -2.075 -0.461 0.042 -0.984 -0.933
C -2.320 1.567 -1.751 -1.658 -1.551 0.099 -0.161
C 2.097 -1.751 1.574 0.787 0.521 2.085 -0.722
C -0.455 0.651 0.427 0.415 0.051 -0.741 -0.456
C 0.679 0.021 1.196 -0.580 0.724 2.578 -0.715
N 0.197 2.956 -1.469 -1.340 -1.070 -0.158 0.401
N -0.150 4.329 -1.574 -0.062 2.789 0.001 -0.768
N 0.128 0.833 -1.053 -3.661 -0.084 0.125 0.230
O -2.186 2.991 -2.034 -1.150 0.430 0.159 -0.285
O 1.079 -1.217 0.742 0.537 0.215 -0.901 -0.348
H -1.374 -0.237 -2.174 0.267 -0.220 0.203 0.420
H -0.782 1.117 -3.124 0.637 -0.349 1.248 0.379
H -3.143 1.207 -2.547 1.780 0.817 2.178 0.336
H -2.646 1.382 -0.638 0.217 0.771 -2.352 0.292
H 3.200 -1.418 1.577 -1.811 0.328 -0.858 0.276
H 2.107 -2.793 1.447 -0.026 -1.335 -0.489 0.294
H 1.736 -1.587 2.612 0.408 -0.139 -0.292 0.316
H -0.518 1.687 0.898 -0.721 -1.327 -0.911 0.257
H -1.387 0.065 0.216 0.858 0.568 0.999 0.471
H 1.439 0.789 1.134 0.815 -0.010 -0.095 0.428
H 0.455 0.001 2.342 -0.160 -0.096 -1.803 0.433
H 0.676 0.006 -1.169 0.904 -0.698 -0.300 0.328
```
Forces are in eV/Å.

***

(7)
The following is a quantum chemistry calculation of an isolated ion of composition C7H12N3O2 and charge +1 at a distorted geometry, from the OMol25 dataset.

* SMILES: C=[NH+]C[C@H]1CN=N/C1=C(/O)OC
* charge: +1
* frontier orbital gap: 0.253 Eh

The geometry in XYZ format:
```
24
Properties=species:S:1:pos:R:3:forces:R:3:mulliken_charge:R:1
C -1.806 2.969 0.837 2.448 -2.026 -0.247 -0.110
N -0.832 2.192 0.463 -1.526 1.786 2.846 0.127
C -0.547 1.618 -0.790 2.186 -2.317 -0.417 -1.052
C -0.834 0.017 -0.749 2.489 2.234 -0.499 0.570
C -0.749 -0.481 -2.185 1.741 -0.601 -1.834 -0.930
N 0.294 -1.623 -2.157 -1.286 1.014 1.019 -0.923
N 0.791 -1.638 -1.026 0.844 -0.860 -1.362 0.051
C 0.360 -0.687 -0.114 -1.326 -1.203 -0.468 0.276
C 0.608 -0.893 1.204 -0.650 2.016 -1.483 0.315
O -0.014 -0.029 2.049 0.850 -1.697 2.380 -0.529
O 1.462 -1.657 1.788 0.387 -0.288 0.100 -0.426
C 2.303 -2.476 0.945 2.078 -1.280 0.184 -0.675
H -1.885 3.305 1.864 -0.039 -0.083 -0.146 0.277
H -2.491 3.131 0.077 -1.520 1.065 -1.109 0.311
H -0.256 1.833 1.232 0.269 0.058 -0.241 0.287
H 0.532 1.943 -1.069 -1.343 -1.354 0.826 0.283
H -1.028 1.979 -1.625 -2.097 1.470 -1.245 0.540
H -1.751 -0.298 -0.290 -0.691 0.570 0.356 0.481
H -1.671 -0.861 -2.614 -0.116 -0.034 0.110 0.403
H -0.259 0.170 -2.995 -0.966 -0.198 1.415 0.369
H 0.261 -0.437 2.940 -0.831 1.329 -1.182 0.395
H 2.395 -2.118 -0.104 0.213 0.095 1.425 0.389
H 1.800 -3.468 0.826 0.716 0.675 0.466 0.280
H 3.319 -2.490 1.494 -1.831 -0.370 -0.896 0.292
```
Forces are in eV/Å.

***

(8)
The following is a quantum chemistry calculation of an isolated molecule of C7H12N3O2P at a distorted geometry, from the OMol25 dataset.

* SMILES: O=C([O-])[C@H]1[NH+]2CN3CN(C2)CP1C3
* frontier orbital gap: 0.325 Eh

The geometry in XYZ format:
```
25
Properties=species:S:1:pos:R:3:forces:R:3:mulliken_charge:R:1
O -2.271 2.035 -1.420 -3.839 -0.279 -2.415 -0.639
C -1.300 2.284 -0.794 2.449 -1.904 2.923 0.515
O -0.299 2.970 -0.951 0.988 1.854 -0.739 -0.626
C -1.003 1.245 0.402 1.715 1.258 0.502 -0.217
N -1.281 -0.150 -0.080 0.754 0.750 -1.463 0.060
C -0.464 -0.399 -1.389 1.701 -0.387 0.568 -0.853
N 0.938 -0.681 -1.033 -0.445 2.025 -0.960 0.089
C 1.069 -1.666 0.005 0.071 -0.580 -0.340 -0.907
N 0.381 -1.327 1.249 0.728 1.693 -0.525 0.106
C -0.994 -1.151 1.004 0.410 -0.650 -1.245 -0.885
C 0.913 -0.004 1.638 4.099 -0.612 0.974 -0.844
P 0.951 1.562 0.623 -2.371 -1.075 -0.737 -0.004
C 1.676 0.625 -0.877 0.333 -1.594 1.040 -0.492
H -1.558 1.369 1.377 0.550 0.053 -1.015 0.467
H -2.265 -0.123 -0.302 -0.649 -0.156 -0.450 0.337
H -0.469 0.515 -2.046 -0.514 -1.143 0.797 0.371
H -0.815 -1.309 -1.875 -0.675 0.230 0.036 0.384
H 0.610 -2.529 -0.462 -0.156 -0.749 0.384 0.340
H 2.124 -1.919 0.234 -0.538 0.429 -0.240 0.339
H -1.369 -2.128 0.787 -0.915 -0.433 -0.532 0.337
H -1.477 -0.689 1.799 -0.838 0.196 1.911 0.535
H 0.458 0.293 2.546 -0.493 0.194 1.172 0.515
H 2.030 -0.181 1.887 -1.523 0.041 -0.009 0.348
H 2.674 0.276 -0.412 -0.984 0.944 -1.230 0.365
H 1.742 1.081 -1.911 0.142 -0.105 1.595 0.359
```
Forces are in eV/Å.

***

(9)
The following is a quantum chemistry calculation of an isolated molecule of C7H12N4O at a distorted geometry, from the OMol25 dataset.

* SMILES: O=c1ncn(N2CCCCC2)[nH]1
* frontier orbital gap: 0.353 Eh

The geometry in XYZ format:
```
24
Properties=species:S:1:pos:R:3:forces:R:3:mulliken_charge:R:1
O 0.840 3.229 4.164 0.243 0.810 0.416 -0.581
C 0.267 2.326 3.622 0.267 0.842 1.156 0.336
N -0.984 1.777 4.028 0.622 0.527 -0.397 -0.478
C -1.134 0.770 3.281 2.030 -0.782 -1.640 -0.089
N 0.014 0.507 2.393 -2.185 -1.449 0.589 -0.032
N -0.222 -0.022 1.091 -0.455 0.340 0.788 0.071
C -0.860 0.925 0.107 -1.234 -3.342 1.461 -0.817
C -1.216 0.052 -1.137 1.028 0.774 0.353 -0.667
C 0.149 -0.448 -1.722 -0.059 1.556 -0.576 -0.477
C 0.868 -1.343 -0.694 1.366 -2.242 -1.413 -0.537
C 1.033 -0.618 0.620 -1.297 -1.315 0.985 -0.710
N 0.820 1.618 2.592 -0.896 0.760 -0.571 -0.216
H -1.985 0.120 3.364 -0.008 -0.447 -0.572 0.475
H -0.156 1.672 -0.013 1.201 1.950 -1.147 0.475
H -1.763 1.324 0.580 0.162 -0.018 -0.064 0.415
H -1.693 0.778 -1.828 -0.010 -0.904 0.042 0.342
H -1.867 -0.822 -0.861 0.384 1.077 -0.200 0.336
H -0.058 -1.049 -2.674 0.684 1.241 1.045 0.271
H 0.734 0.623 -1.860 -0.961 -2.964 -0.271 0.241
H 0.352 -2.392 -0.701 0.490 1.986 0.639 0.292
H 1.956 -1.666 -1.034 -2.046 0.940 0.383 0.273
H 1.413 -1.223 1.459 -0.291 -0.222 -0.467 0.454
H 1.773 0.113 0.490 1.237 1.551 -0.475 0.397
H 1.830 1.655 2.525 -0.271 -0.669 -0.065 0.225
```
Forces are in eV/Å.

***

(10)
The following is a quantum chemistry calculation of an isolated ion of composition C7H12N5 and charge +1 at a distorted geometry, from the OMol25 dataset.

* SMILES: N[C@@H]1[C@@H](N)C/[N+]1=c1\cccn[nH]1
* charge: +1
* frontier orbital gap: 0.313 Eh

The geometry in XYZ format:
```
24
Properties=species:S:1:pos:R:3:forces:R:3:mulliken_charge:R:1
N -2.338 -0.800 1.133 -0.109 -3.443 -1.395 -0.542
C -1.728 0.284 0.526 1.630 -0.111 -0.127 -0.540
C -2.111 0.955 -0.858 -0.360 -0.127 0.305 0.465
N -2.048 2.389 -0.762 -0.560 1.230 -0.054 -0.748
C -0.774 0.487 -1.456 -0.013 -1.862 -1.883 -1.188
N -0.367 -0.102 -0.160 -0.598 0.900 -1.014 -0.007
C 0.849 -0.440 0.181 0.658 0.399 0.380 1.000
C 1.970 -0.339 -0.703 0.585 -0.944 -1.415 -0.316
C 3.168 -0.930 -0.440 -1.560 1.341 2.792 -0.539
C 3.337 -1.286 0.974 -0.461 -2.229 0.628 -0.201
N 2.323 -1.361 1.838 1.003 1.068 -1.337 -0.944
N 1.128 -0.888 1.425 -0.109 -0.191 -0.284 0.439
H -2.162 -1.683 0.494 -0.930 2.169 1.887 0.360
H -2.092 -1.058 2.101 -0.191 0.624 -0.783 0.304
H -1.545 1.099 1.213 -0.007 0.028 0.422 0.379
H -3.032 0.559 -1.376 0.962 0.645 0.740 0.395
H -1.251 2.740 -0.258 1.046 -0.458 -0.270 0.247
H -2.740 2.932 -0.254 -1.041 -0.847 -0.422 0.256
H -0.850 -0.285 -2.351 0.081 1.230 2.001 0.263
H -0.117 1.272 -1.830 -0.164 0.222 0.276 0.485
H 1.925 0.048 -1.720 -0.879 0.078 0.341 0.327
H 3.870 -0.867 -1.237 1.027 -0.399 0.092 0.418
H 4.227 -1.792 1.427 -0.619 0.869 -0.824 0.409
H 0.358 -0.933 2.094 0.610 -0.192 -0.057 0.280
```
Forces are in eV/Å.

***

Energy above the lowest of the compared OMol25 structures with the same formula, charge and spin for the records above, in order: 0.0, 474.3, 175.6, 534.8, 18.1, 751.5, 352.7, 0.0, 201.0, 159.0 kJ/mol